<a>
9
Properties=species:S:1:pos:R:3 method="wB97M-V/def2-TZVPD" e_homo_ev=-9.9 smiles=N#CP(N)N homo_lumo_gap_ev=10.51
P -0.809 0.212 -0.825
N -0.247 2.882 -1.600
N 0.922 -0.219 -1.143
N -1.005 0.237 0.820
C -0.551 1.862 -1.193
H -0.666 0.989 1.517
H 1.654 0.198 -0.519
H 0.933 -1.269 -1.300
H -1.843 -0.149 1.296



<b>
9
Properties=species:S:1:pos:R:3 method="wB97M-V/def2-TZVPD" e_homo_ev=-8.8 smiles="C1N=NNP1" homo_lumo_gap_ev=9.31
P 1.109 0.851 0.277
N -0.332 -0.957 -1.149
N 0.431 0.088 -1.194
N -0.727 -1.255 -0.005
C -0.354 -0.342 1.023
H -1.247 0.255 1.280
H -0.130 -0.828 1.935
H 1.018 0.121 -2.190
H 0.232 2.066 0.023



<c>
9
Properties=species:S:1:pos:R:3 method="wB97M-V/def2-TZVPD" e_homo_ev=-9.7 homo_lumo_gap_ev=9.86
P 2.788 -0.197 -0.557
N -1.435 -1.168 -0.191
N -3.077 0.445 -0.249
N -2.208 -0.357 -0.234
C 1.368 -0.341 0.374
H -2.891 1.457 -0.252
H 0.932 -1.302 0.195
H 3.265 0.972 -0.080
H 1.258 0.490 0.994



It comes down to <a>, which is 0.0955 hartree more stable than the next structure.



<a>
10
Properties=species:S:1:pos:R:3 method="wB97M-V/def2-TZVPD" e_homo_ev="-9.4 / -8.8" homo_lumo_gap_ev="9.16 / 7.99"
F -1.137 -1.428 -0.437
F -4.063 0.295 0.668
C 1.889 -0.122 0.144
C 0.445 0.431 -0.024
C -0.706 -0.150 -0.255
C -3.649 0.271 -0.622
H 2.464 0.565 -0.408
H 0.535 1.461 0.076
H 1.987 -1.106 -0.266
H 2.235 -0.217 1.125



<b>
10
Properties=species:S:1:pos:R:3 method="wB97M-V/def2-TZVPD" e_homo_ev=-10.5 smiles=C#C[C@@H](F)CF homo_lumo_gap_ev=11.32
F -1.562 -0.376 1.146
F 0.635 -1.773 0.505
C -0.561 0.569 -2.012
C -0.634 0.268 -0.831
C -0.430 0.223 0.571
C 0.815 -0.538 0.851
H 1.088 -0.359 1.829
H -0.554 0.887 -3.034
H 1.510 -0.110 0.091
H -0.309 1.208 0.885



It comes down to <b>, which is 0.1902 hartree more stable than the next structure.